A cluster of 6 separate species, C36H88N4 in total in a non-equilibrium geometry, computed with ωB97M-V with the def2-TZVPD basis set.

Calculated values
**ΔE to the lowest compared entry with this formula, charge and spin**: 52.84 kJ/mol
**LUMO energy**: 0.0284 hartree
**SMILES**: CCN(CC)CC.CCN(CC)CC.CCN(CC)CC.CCN(CC)CC.CCCCCC.CCCCCC
**Kohn-Sham gap**: 8.635 eV

Each atom is followed by the atoms it is bonded to, with distances in Å.
Geometry (Å):
1 C 0.99231 5.13464 -0.98702  C2 1.599, H8 1.062, H9 1.153, H10 1.093
2 C -0.43174 5.40951 -1.65980  C1 1.599, N3 1.454, H11 1.081, H12 1.048
3 N -0.66594 4.36220 -2.64090  C2 1.454, C4 1.503, C6 1.510
4 C -1.37899 3.11093 -2.21189  N3 1.503, C5 1.560, H13 1.023, H14 1.191
5 C -2.88152 3.52202 -2.29016  C4 1.560, H15 1.225, H16 1.083, H17 1.104
6 C -0.97483 4.88955 -4.02134  N3 1.510, C7 1.495, H18 1.129, H19 1.151
7 C 0.29503 5.29557 -4.69687  C6 1.495, H20 1.071, H21 1.050, H22 1.094
8 H 1.03048 4.26919 -0.37196  C1 1.062
9 H 1.14083 5.85744 -0.10160  C1 1.153
10 H 1.72183 5.26100 -1.79097  C1 1.093
11 H -0.37433 6.38356 -2.12615  C2 1.081
12 H -1.22449 5.31529 -0.98077  C2 1.048
13 H -0.93884 2.77464 -1.35240  C4 1.023
14 H -1.24784 2.15827 -2.91412  C4 1.191
15 H -3.36067 3.89058 -3.35545  C5 1.225
16 H -3.09077 4.42867 -1.73687  C5 1.083
17 H -3.54969 2.70380 -1.96959  C5 1.104
18 H -1.61853 5.80731 -3.88408  C6 1.129
19 H -1.62861 4.25685 -4.72591  C6 1.151
20 H 0.21740 5.74336 -5.66669  C7 1.071
21 H 1.05038 4.59306 -4.89321  C7 1.050
22 H 0.55047 6.10522 -4.00697  C7 1.094
23 C 2.46681 2.60108 -2.95527  C24 1.585, H30 1.080, H31 1.074, H32 1.030
24 C 1.60255 1.83219 -4.03948  C23 1.585, N25 1.456, H33 0.979, H34 1.103
25 N 1.46587 0.39949 -3.81702  C24 1.456, C26 1.492, C28 1.445
26 C 0.24363 -0.11913 -4.49832  N25 1.492, C27 1.524, H35 1.226, H36 1.058
27 C 0.33244 0.16560 -5.99263  C26 1.524, H37 1.052, H38 1.194, H39 1.072
28 C 2.69211 -0.34949 -3.96634  N25 1.445, C29 1.556, H40 1.036, H41 1.216
29 C 3.05599 -0.99178 -2.59683  C28 1.556, H42 1.092, H43 1.220, H44 0.988
30 H 3.44638 2.20612 -2.73166  C23 1.080
31 H 1.76232 2.53612 -2.14755  C23 1.074
32 H 2.51403 3.55316 -3.34466  C23 1.030
33 H 1.88955 1.97585 -4.96451  C24 0.979
34 H 0.67068 2.40059 -3.88196  C24 1.103
35 H -0.93388 0.11555 -4.25057  C26 1.226
36 H 0.11624 -1.16518 -4.40861  C26 1.058
37 H 1.20508 -0.16278 -6.47894  C27 1.052
38 H 0.30678 1.33771 -6.21904  C27 1.194
39 H -0.46881 -0.35930 -6.47299  C27 1.072
40 H 3.52170 0.23623 -4.17257  C28 1.036
41 H 2.40640 -1.21464 -4.77108  C28 1.216
42 H 2.41634 -1.81997 -2.28550  C29 1.092
43 H 3.19458 -0.20349 -1.67583  C29 1.220
44 H 3.83262 -1.58419 -2.74286  C29 0.988
45 C 0.44812 1.68441 4.25911  C46 1.556, H52 1.162, H53 1.227, H54 1.012
46 C -0.95127 1.52673 3.59750  C45 1.556, N47 1.552, H55 1.060, H56 0.942
47 N -0.89810 0.83812 2.20762  C46 1.552, C48 1.506, C50 1.484
48 C -2.24120 0.36814 1.71542  N47 1.506, C49 1.601, H57 1.161, H58 1.196
49 C -3.36579 1.48923 1.51373  C48 1.601, H59 1.029, H60 1.214, H61 1.127
50 C -0.22851 1.75002 1.24743  N47 1.484, C51 1.619, H62 1.128, H63 1.004
51 C 0.13609 0.94326 -0.10798  C50 1.619, H64 1.090, H65 1.199, H66 1.047
52 H 0.95335 2.56739 3.69690  C45 1.162
53 H 1.29595 0.83374 4.00708  C45 1.227
54 H 0.20701 1.85431 5.22696  C45 1.012
55 H -1.38389 2.49377 3.58008  C46 1.060
56 H -1.42324 1.03200 4.24618  C46 0.942
57 H -2.55188 -0.36048 2.56406  C48 1.161
58 H -1.90063 -0.20367 0.72137  C48 1.196
59 H -3.41169 2.25297 2.20133  C49 1.029
60 H -4.45989 0.97409 1.61861  C49 1.214
61 H -3.26819 2.05251 0.54239  C49 1.127
62 H 0.78779 1.92528 1.70551  C50 1.128
63 H -0.81193 2.53491 1.02194  C50 1.004
64 H 0.69997 0.01058 -0.11264  C51 1.090
65 H 0.72421 1.69844 -0.83047  C51 1.199
66 H -0.78357 0.72553 -0.55816  C51 1.047
67 C 1.20379 -4.65020 5.38460  C68 1.492, H74 1.029, H75 1.100, H76 1.117
68 C 1.28452 -4.31486 3.93251  C67 1.492, N69 1.510, H77 1.085, H78 1.142
69 N 0.03196 -3.72414 3.33048  C68 1.510, C70 1.491, C72 1.495
70 C 0.12988 -2.64141 2.30986  N69 1.491, C71 1.513, H79 1.051, H80 1.069
71 C 0.31128 -3.04427 0.86275  C70 1.513, H81 1.028, H82 1.152, H83 1.184
72 C -0.86977 -4.84983 2.93731  N69 1.495, C73 1.520, H84 1.149, H85 1.104
73 C -2.28013 -4.35241 2.66390  C72 1.520, H86 0.967, H87 1.039, H88 1.106
74 H 0.61824 -5.48509 5.52085  C67 1.029
75 H 0.72398 -3.89609 6.02538  C67 1.100
76 H 2.30973 -4.74314 5.50802  C67 1.117
77 H 1.68784 -5.00356 3.19782  C68 1.085
78 H 2.09448 -3.55096 3.67838  C68 1.142
79 H 0.93335 -1.97095 2.40961  C70 1.051
80 H -0.55252 -1.82682 2.42159  C70 1.069
81 H 0.37420 -2.16361 0.33526  C71 1.028
82 H -0.57819 -3.59146 0.37701  C71 1.152
83 H 1.38954 -3.42647 0.55702  C71 1.184
84 H -0.96269 -5.64848 3.75824  C72 1.149
85 H -0.64185 -5.50988 2.08157  C72 1.104
86 H -3.03376 -4.94439 2.53450  C73 0.967
87 H -2.47773 -3.89090 1.75435  C73 1.039
88 H -2.92898 -3.82838 3.39071  C73 1.106
89 C -3.11875 -0.88073 -2.67845  C90 1.643, H95 1.060, H96 1.091, H97 1.172
90 C -4.66952 -0.55119 -2.24610  C89 1.643, C91 1.538, H98 1.184, H99 1.172
91 C -5.00712 -1.12062 -0.85791  C90 1.538, C92 1.529, H100 1.188, H101 1.057
92 C -5.03566 -2.64962 -0.87752  C91 1.529, C93 1.508, H102 1.047, H103 1.093
93 C -5.18648 -3.18081 0.52615  C92 1.508, C94 1.531, H104 1.070, H105 1.131
94 C -5.32056 -4.70515 0.48011  C93 1.531, H106 1.096, H107 1.096, H108 0.990
95 H -2.88742 -1.90343 -2.83081  C89 1.060
96 H -2.54178 -0.35297 -1.91831  C89 1.091
97 H -2.93072 -0.50045 -3.77109  C89 1.172
98 H -5.40390 -1.08485 -3.00613  C90 1.184
99 H -5.06428 0.55165 -2.20003  C90 1.172
100 H -5.98686 -0.67178 -0.35731  C91 1.188
101 H -4.43342 -0.61761 -0.12614  C91 1.057
102 H -4.05963 -2.86395 -1.19003  C92 1.047
103 H -5.76980 -2.96894 -1.62199  C92 1.093
104 H -6.15278 -2.72206 0.54648  C93 1.070
105 H -4.36225 -2.66179 1.10108  C93 1.131
106 H -5.67137 -4.93303 1.49330  C94 1.096
107 H -4.33517 -5.18431 0.48746  C94 1.096
108 H -5.74309 -5.21124 -0.25871  C94 0.990
109 C 3.90619 1.73570 0.81832  C110 1.448, H115 1.088, H116 0.982, H117 1.046
110 C 4.00179 0.36159 1.26614  C109 1.448, C111 1.510, H118 1.173, H119 0.968
111 C 4.60586 0.23357 2.64373  C110 1.510, C112 1.560, H120 1.073, H121 0.984
112 C 4.88708 -1.23100 3.10010  C111 1.560, C113 1.529, H122 1.160, H123 1.107
113 C 5.64082 -1.36637 4.42341  C112 1.529, C114 1.501, H124 1.045, H125 0.964
114 C 5.83863 -2.81149 4.77727  C113 1.501, H126 1.192, H127 1.010, H128 0.944
115 H 3.36384 2.30309 1.57246  C109 1.088
116 H 3.29100 1.85958 0.06248  C109 0.982
117 H 4.82533 2.23522 0.81867  C109 1.046
118 H 4.40799 -0.52892 0.61917  C110 1.173
119 H 3.07630 0.15664 1.46317  C110 0.968
120 H 4.09948 0.79900 3.40180  C111 1.073
121 H 5.47696 0.66814 2.49871  C111 0.984
122 H 5.45416 -1.73263 2.22150  C112 1.160
123 H 3.93652 -1.73935 3.35023  C112 1.107
124 H 5.09592 -0.84921 5.14955  C113 1.045
125 H 6.52769 -0.99175 4.46313  C113 0.964
126 H 6.54721 -3.35815 3.98933  C114 1.192
127 H 4.93133 -3.25327 4.73568  C114 1.010
128 H 6.05523 -2.87389 5.69439  C114 0.944


A cluster of 2 separate species, C4H13NO in total in a non-equilibrium geometry, computed with ωB97M-V with the def2-TZVPD basis set.

Calculated values
**ΔE to the lowest compared entry with this formula, charge and spin**: 77.63 kJ/mol
**LUMO energy**: 0.0292 hartree
**SMILES**: CCNCC.O
**Kohn-Sham gap**: 9.500 eV

Each atom is followed by the atoms it is bonded to, with distances in Å.
Geometry (Å):
1 C 1.55625 -0.06015 -3.05417  C2 1.528, H6 1.077, H7 1.095, H8 1.089
2 C 0.68407 0.03955 -1.80334  C1 1.528, N3 1.437, H9 1.083, H10 1.109
3 N -0.13204 -1.11256 -1.53630  C2 1.437, C4 1.466, H11 1.008
4 C -1.22014 -0.86277 -0.58614  N3 1.466, C5 1.526, H12 1.088, H13 1.078
5 C -0.76877 -0.60191 0.84839  C4 1.526, H14 1.088, H15 1.098, H16 1.089
6 H 1.95031 0.91533 -3.28367  C1 1.077
7 H 2.42339 -0.70656 -2.88076  C1 1.095
8 H 1.01425 -0.52199 -3.87819  C1 1.089
9 H 0.04874 0.91209 -1.89667  C2 1.083
10 H 1.37603 0.35755 -0.99777  C2 1.109
11 H 0.40609 -1.90711 -1.22679  N3 1.008
12 H -1.77575 -0.00866 -0.96883  C4 1.088
13 H -1.94142 -1.65319 -0.71976  C4 1.078
14 H 0.31455 -0.58978 0.94800  C5 1.088
15 H -1.02880 -1.46009 1.48217  C5 1.098
16 H -1.20790 0.25430 1.35880  C5 1.089
17 O -0.16267 2.16312 5.18215  H18 0.961, H19 0.967
18 H -0.95511 2.15453 5.72603  O17 0.961
19 H -0.43108 2.53449 4.33091  O17 0.967